53
Properties=species:S:1:pos:R:3:forces:R:3 method="wB97M-V/def2-TZVPD" homo_energy_ev="-11.79 / -12.11" multiplicity=3 lumo_energy_ev="-5.1 / -5.0" energy_ha=-1985.3222 total_charge=+1
C -0.9828 -1.5715 3.3778 -0.747 -0.445 0.300
C -0.8534 -2.2136 2.1085 -0.279 -0.974 0.486
C 0.5429 -2.4315 1.8847 -0.463 -0.857 0.122
H -1.6614 -2.4975 1.4594 -0.075 -0.010 0.030
C 1.2394 -1.9141 3.0070 0.027 -0.615 1.031
C 0.2982 -1.4108 3.9469 0.401 -0.755 -0.054
H 0.5288 -0.9207 4.8757 0.064 0.017 0.094
H -1.9060 -1.2146 3.7996 -0.132 -0.156 0.124
H 0.9882 -2.9054 1.0279 0.028 -0.019 -0.149
H 2.3096 -1.8631 3.1085 0.102 -0.015 0.031
W 0.1429 -0.2793 1.9461 2.814 4.549 1.789
Cl 2.0640 1.0920 2.0960 -0.778 -0.698 -0.096
P 0.1541 0.0343 -0.3141 -0.414 0.392 -4.560
C 1.3896 -1.0072 -1.1882 0.010 -0.015 0.219
C 1.0912 -1.7125 -2.3528 -0.146 0.003 0.084
H 0.0912 -1.6897 -2.7605 -0.068 0.006 -0.030
C 2.0742 -2.4499 -2.9981 0.023 0.007 0.009
H 1.8272 -2.9969 -3.8984 -0.007 0.016 0.003
C 3.3659 -2.4831 -2.4944 -0.044 0.049 0.031
H 4.1313 -3.0577 -2.9990 -0.002 0.009 0.012
C 3.6724 -1.7697 -1.3432 0.095 -0.013 0.043
H 4.6800 -1.7812 -0.9497 0.014 -0.001 -0.004
C 2.6926 -1.0382 -0.6914 -0.071 -0.053 -0.030
H 2.9360 -0.4761 0.1990 0.145 -0.005 -0.004
C -1.4492 -0.4335 -1.0554 -0.082 0.091 0.133
C -1.9095 -1.7478 -0.9697 0.007 0.066 -0.088
H -1.2760 -2.5174 -0.5504 0.071 -0.099 -0.113
C -3.1683 -2.0834 -1.4396 0.024 -0.062 0.006
H -3.5086 -3.1087 -1.3790 -0.001 -0.008 -0.010
C -3.9902 -1.1063 -1.9869 0.057 0.062 0.038
H -4.9758 -1.3669 -2.3493 0.013 0.002 0.007
C -3.5427 0.2037 -2.0635 -0.026 -0.029 -0.048
H -4.1792 0.9710 -2.4831 0.004 0.001 -0.001
C -2.2788 0.5411 -1.6020 0.089 -0.064 0.021
H -1.9390 1.5643 -1.6602 -0.044 0.073 -0.017
C 0.4788 1.7007 -1.0084 0.104 -0.079 0.240
C 0.9885 1.8210 -2.3008 -0.003 -0.090 0.023
H 1.2348 0.9390 -2.8744 0.008 -0.039 -0.038
C 1.1921 3.0726 -2.8588 -0.004 0.025 0.028
H 1.5910 3.1537 -3.8612 -0.009 -0.008 0.006
C 0.8949 4.2159 -2.1295 -0.022 -0.067 -0.001
H 1.0576 5.1939 -2.5638 -0.004 -0.019 0.025
C 0.3917 4.0994 -0.8427 -0.035 0.068 0.136
H 0.1640 4.9853 -0.2655 -0.013 0.017 -0.010
C 0.1853 2.8486 -0.2791 0.072 -0.089 -0.226
H -0.2042 2.7641 0.7210 -0.092 0.099 0.189
C -0.4868 2.1291 4.2469 1.691 0.216 1.311
O -1.4861 2.0019 3.3146 -1.840 0.083 -1.586
C -1.4822 1.1094 2.2970 -1.420 -0.266 0.052
O -2.4490 1.0676 1.5555 1.086 0.019 0.655
H -0.7698 2.9229 4.9682 0.009 -0.542 -0.541
H 0.4595 2.4325 3.7633 -0.295 -0.192 0.433
H -0.3614 1.1842 4.8079 0.157 0.412 -0.109